ORCA calculation (wB97M-V/def2-TZVPD) on a structure of composition C40H33Br2I2N5OP2Se2Ta.

Calculated values
* 2S+1: 1
* highest occupied orbital energy: -14.4 eV
* net charge: +3
* energy above the lowest of the compared OMol25 structures with the same formula, charge and spin: 46.44 kJ/mol
* maximum force: 0.8 eV Å⁻¹
* frontier orbital gap: 0.1469 Ha
* lowest unoccupied orbital energy: -10.419 eV

Last column: Löwdin charge in e.
CARTESIAN COORDINATES (ANGSTROEM)
1 Ta -0.272 0.771 2.277  1.50
2 I -6.422 5.470 2.800  1.03
3 C -4.993 3.975 2.736  -0.72
4 C -5.047 2.922 3.646  -0.18
5 C -4.090 1.917 3.615  -0.63
6 I -4.186 0.372 5.001  1.05
7 C -3.086 1.977 2.660  -0.34
8 O -2.096 1.020 2.594  -0.36
9 C -3.023 3.020 1.745  -0.17
10 C -1.949 2.984 0.711  -0.09
11 N -0.586 2.729 1.302  -0.19
12 C -0.124 3.829 2.212  -0.10
13 C 0.024 3.423 3.655  -0.24
14 C 0.007 4.382 4.648  0.04
15 C 0.298 4.016 5.953  0.03
16 C 0.601 2.689 6.233  0.01
17 C 0.575 1.774 5.209  -0.11
18 N 0.285 2.122 3.933  -0.08
19 C -3.975 4.024 1.787  -0.08
20 H -5.836 2.884 4.384  0.10
21 H -1.902 3.927 0.164  0.15
22 H -2.118 2.185 -0.017  0.14
23 H 0.052 2.739 0.502  0.03
24 H -0.816 4.666 2.136  0.15
25 H 0.854 4.162 1.856  0.14
26 H -0.216 5.411 4.399  0.14
27 H 0.296 4.758 6.741  0.14
28 H 0.845 2.364 7.234  0.14
29 H 0.784 0.731 5.390  0.07
30 H -3.935 4.837 1.073  0.12
31 Br 1.801 -1.025 3.298  0.71
32 C 0.539 -2.247 4.113  -0.84
33 Br -1.101 -1.233 4.213  0.72
34 H 0.866 -2.528 5.107  0.04
35 H 0.391 -3.090 3.448  0.03
36 Se 1.191 -1.269 -3.852  0.47
37 P 0.275 -2.675 -2.605  0.54
38 C -1.340 -3.242 -3.151  -0.37
39 C -2.537 -2.622 -2.806  -0.09
40 C -3.728 -3.062 -3.364  -0.06
41 C -3.724 -4.112 -4.271  -0.04
42 C -2.529 -4.724 -4.627  -0.04
43 C -1.338 -4.290 -4.072  -0.08
44 C 1.238 -4.127 -2.163  -0.36
45 C 2.589 -4.181 -2.495  -0.10
46 C 3.336 -5.295 -2.143  -0.06
47 C 2.735 -6.346 -1.464  -0.05
48 C 1.385 -6.293 -1.134  -0.05
49 C 0.631 -5.186 -1.483  -0.08
50 C -0.054 -1.893 -0.978  -0.34
51 C 0.429 -0.747 -0.413  -0.40
52 N -0.273 -0.592 0.772  -0.29
53 N -1.127 -1.672 0.906  -0.01
54 N -0.974 -2.433 -0.093  0.08
55 P 1.630 0.537 -0.811  0.77
56 Se 2.146 1.383 1.193  0.48
57 C 3.189 0.007 -1.453  -0.45
58 C 3.808 -1.106 -0.883  -0.10
59 C 5.043 -1.500 -1.362  -0.05
60 C 5.654 -0.779 -2.382  -0.02
61 C 5.038 0.338 -2.931  -0.03
62 C 3.796 0.739 -2.470  -0.09
63 C 0.778 1.836 -1.706  -0.40
64 C 1.304 3.136 -1.687  -0.12
65 C 0.656 4.148 -2.377  -0.04
66 C -0.514 3.871 -3.077  -0.03
67 C -1.038 2.585 -3.092  -0.04
68 C -0.396 1.561 -2.412  -0.11
69 H -2.560 -1.801 -2.100  0.09
70 H -4.660 -2.588 -3.089  0.11
71 H -4.654 -4.455 -4.704  0.12
72 H -2.526 -5.540 -5.338  0.12
73 H -0.407 -4.767 -4.356  0.12
74 H 3.035 -3.368 -3.055  0.07
75 H 4.380 -5.356 -2.419  0.12
76 H 3.316 -7.221 -1.205  0.12
77 H 0.919 -7.124 -0.623  0.12
78 H -0.426 -5.151 -1.248  0.11
79 H 3.324 -1.671 -0.094  0.11
80 H 5.532 -2.370 -0.943  0.12
81 H 6.620 -1.093 -2.754  0.13
82 H 5.520 0.888 -3.727  0.13
83 H 3.295 1.586 -2.922  0.11
84 H 2.227 3.348 -1.158  0.10
85 H 1.074 5.146 -2.387  0.12
86 H -1.010 4.661 -3.626  0.13
87 H -1.937 2.370 -3.654  0.13
88 H -0.784 0.552 -2.464  0.07

Atoms 1-2, force components in eV/Å:
Ta 0.01 -0.65 0.45
I -0.03 0.03 0.00